No. 1
Density functional theory data (ωB97M-V/def2-TZVPD) for the ion C3H6BrN5OP with charge +1 at a distorted geometry.

The geometry in XYZ format:
```
17
Properties=species:S:1:pos:R:3
N -2.9072 -0.3756 0.1517
C -1.6399 -0.8782 -0.1620
C -0.6039 -0.0401 -1.1468
N 0.3214 0.8415 -0.3294
N 0.3220 2.2271 -0.3753
N 1.2722 2.6497 0.5421
N 2.0095 1.6786 1.2529
C 1.3883 0.4293 0.6606
P 1.9629 -1.3138 1.1869
O 1.1359 -2.5635 0.2346
Br 1.3993 -1.6814 3.4015
H -3.0602 0.5371 -0.3310
H -1.3959 -1.9356 0.3171
H -0.0600 -0.7054 -1.9426
H -1.2960 0.7073 -1.7693
H -0.2758 2.8587 -0.9654
H 1.4273 -2.4358 -0.7255
```

Properties
Net charge: +1
E_LUMO in hartree: -0.218
HOMO-LUMO gap in eV: 7.538

No. 2
Density functional theory data (ωB97M-V/def2-TZVPD) for a structure of composition C3H6CeNO4S at a distorted geometry.

The geometry in XYZ format:
```
16
Properties=species:S:1:pos:R:3
O -1.0265 1.7002 0.0469
C -2.2588 1.1379 -0.2069
C -2.3531 -0.3276 0.2134
O -1.4019 -1.1168 -0.5018
C -0.1819 -1.2582 0.0299
Ce 1.0341 1.1691 -0.1680
H -2.5260 1.1976 -1.2814
H -3.0666 1.6592 0.3452
H -3.3419 -0.7356 -0.0312
H -2.1694 -0.4335 1.2941
H 0.4731 -1.9017 -0.5624
H -0.1169 -1.2930 1.1271
N 3.3839 0.9877 -0.8734
S 4.2813 0.1429 -0.0640
O 5.4364 -0.5612 -0.6182
O 3.8342 -0.3671 1.2507
```

Properties
Net charge: +1
Multiplicity: 3
E_LUMO (alpha / beta) in hartree: -0.190 / -0.219
HOMO-LUMO gap (alpha / beta) in eV: 8.365 / 7.641

No. 3
Density functional theory data (ωB97M-V/def2-TZVPD) for an isolated molecule of C3H6ClFO at a distorted geometry.

The geometry in XYZ format:
```
12
Properties=species:S:1:pos:R:3
C 0.4986 0.1011 0.2583
C 0.1795 0.4298 -1.1875
C -0.2828 -1.0919 0.7691
H -0.4596 1.6021 0.6953
H 1.5416 -0.2564 0.2675
H -0.2668 -0.4342 -1.7208
H 1.2248 0.6709 -1.7692
H 0.0022 -1.3662 1.8038
H -0.2152 -1.9542 0.0157
O 0.4509 1.3369 0.9566
F -0.6065 1.5512 -1.0879
Cl -2.0668 -0.5891 0.9991
```

Properties
SMILES: O[C@H](CF)CCl
E_LUMO in hartree: 0.028
Energy relative to the best compared isomer or geometry (same formula, charge and spin) in kJ/mol: 110.8
HOMO-LUMO gap in eV: 11.411

Result set for molecular weight: 238.99 292.27 112.53 g/mol, one per record in the order listed.